1.
# CH6NO

2 unconnected molecules or ions with the total composition CH6NO in a non-equilibrium geometry (ωB97M-V with the def2-TZVPD basis set, the OMol25 dataset).

The charge is +2. As for the LUMO energy (alpha / beta): -9.72 / -16.94 eV. Its frontier orbital gap (alpha / beta) is 13.53 / 6.31 eV. The highest occupied orbital energy (alpha / beta) is -23.254 / -23.254 eV. As for the spin multiplicity: 2.

Atoms and positions in Å:
C  1.1228  1.5749  0.3354
N  0.7707  0.3564  0.1366
H  0.4538  2.2262  0.8875
H  2.0938  1.9472  -0.0035
H  1.5975  -0.2505  0.1221
H  -0.0990  -0.0708  0.3961
H  -2.1334  -2.5174  -1.2228
H  -2.1113  -1.5448  0.1236
O  -1.6949  -1.7212  -0.7750

Löwdin atomic charge list, values in e, 6 entries:
1 C 0.22
2 N 0.19
3 H 0.14
4 H 0.15
5 H 0.18
6 H 0.12


2.
# CH6NO2

2 unconnected molecules or ions with the total composition CH6NO2 in a non-equilibrium geometry (ωB97M-V with the def2-TZVPD basis set, the OMol25 dataset).

The charge is -1. As for the LUMO energy: 4.78 eV. Its frontier orbital gap is 7.93 eV. The highest occupied orbital energy is -3.157 eV.

Atoms and positions in Å:
N  0.1993  1.4883  0.1898
C  0.8097  0.1130  0.1927
O  0.2278  -0.7533  1.0216
H  0.2061  1.8848  1.1318
H  -0.7267  1.1835  0.0945
H  1.9044  0.2372  0.2525
H  0.9126  -0.2715  -0.8838
H  -0.8747  -1.1505  0.0781
H  -1.1035  -1.3274  -1.4975
O  -1.5550  -1.4040  -0.5796

Löwdin atomic charge list, values in e, 6 entries:
1 N -0.02
2 C -0.60
3 O -0.31
4 H 0.04
5 H 0.00
6 H 0.06


3.
# CH6NO2

2 unconnected molecules or ions with the total composition CH6NO2 in a non-equilibrium geometry (ωB97M-V with the def2-TZVPD basis set, the OMol25 dataset).

The charge is -1. As for the LUMO energy: 4.47 eV. Its frontier orbital gap is 6.98 eV. The highest occupied orbital energy is -2.503 eV.

Atoms and positions in Å:
N  -1.0248  1.1451  0.7103
C  0.2262  1.3543  -0.2230
O  1.2468  0.5426  -0.0258
H  -0.7577  0.7157  1.5792
H  -1.5902  0.5171  0.2898
H  0.4572  2.4349  -0.0159
H  -0.1584  1.3409  -1.2513
H  0.8085  -2.2820  0.2579
H  0.1724  -2.7346  -1.0533
O  0.6200  -3.0339  -0.2678

Löwdin atomic charge list, values in e, 6 entries:
1 N -0.03
2 C -0.61
3 O -0.36
4 H 0.01
5 H -0.06
6 H 0.05


4.
# CH6NO2

2 unconnected molecules or ions with the total composition CH6NO2 in a non-equilibrium geometry (ωB97M-V with the def2-TZVPD basis set, the OMol25 dataset).

The charge is -1. As for the LUMO energy: 4.80 eV. Its frontier orbital gap is 8.23 eV. The highest occupied orbital energy is -3.427 eV.

Atoms and positions in Å:
N  -0.0292  1.5463  0.4239
C  1.0145  0.3902  0.4689
O  0.5372  -0.8184  0.0889
H  -0.8815  0.9892  0.6686
H  -0.0901  1.7131  -0.6234
H  1.5737  0.4970  1.3879
H  1.8465  0.7301  -0.2762
H  -0.5363  -1.5130  -0.6616
H  -1.9282  -1.7437  -0.3035
O  -1.5066  -1.7908  -1.1735

Löwdin atomic charge list, values in e, 6 entries:
1 N -0.07
2 C -0.54
3 O -0.33
4 H 0.04
5 H 0.04
6 H 0.05


5.
# CH6NO2

2 unconnected molecules or ions with the total composition CH6NO2 (ωB97M-V with the def2-TZVPD basis set, the OMol25 dataset).

As for the LUMO energy (alpha / beta): 0.70 / -1.80 eV. Its frontier orbital gap (alpha / beta) is 11.18 / 8.47 eV. The highest occupied orbital energy (alpha / beta) is -10.486 / -10.271 eV. As for the spin multiplicity: 2.

Atoms and positions in Å:
O  3.9267  -1.2210  -1.1348
H  3.9317  -0.2608  -1.2050
N  -2.3833  0.8579  0.3871
C  -1.2145  0.0051  0.3928
O  -0.0747  0.4624  0.9383
H  -2.0906  1.7541  0.0099
H  -2.5995  1.0562  1.3555
H  -1.5033  -0.9484  0.8629
H  -0.9961  -0.2674  -0.6435
H  3.0035  -1.4381  -0.9632

Löwdin atomic charge list, values in e, 6 entries:
1 O -0.06
2 H 0.03
3 N 0.01
4 C -0.44
5 O 0.04
6 H 0.07


6.
# CH6NOPS2

2 unconnected molecules or ions with the total composition CH6NOPS2 in a non-equilibrium geometry (ωB97M-V with the def2-TZVPD basis set, the OMol25 dataset).

As for the LUMO energy: 0.31 eV. Its frontier orbital gap is 10.16 eV. The highest occupied orbital energy is -9.852 eV.

Atoms and positions in Å:
C  2.7338  0.4203  -1.4794
N  -0.3873  -0.1067  0.7444
O  1.8270  0.1550  -0.4280
P  0.2453  0.2226  -0.6264
S  -0.3403  0.6460  -2.4301
S  -4.2386  -0.7140  2.4578
H  3.2251  1.3750  -1.2918
H  2.2168  0.4603  -2.4443
H  3.4738  -0.3795  -1.4889
H  -4.2453  -0.5819  3.7836
H  -1.3964  -0.0746  0.7194
H  -3.1139  -1.4226  2.4837

Löwdin atomic charge list, values in e, 6 entries:
1 C -0.16
2 N -0.19
3 O -0.36
4 P 0.27
5 S 0.26
6 S 0.47


The relative energy (zero: lowest compared OMol25 entry of this formula, charge and spin) results, record by record, are as follows: 192.2, 52.5, 82.2, 66.5, 34.6, 155.7 kJ/mol.